(1)
The molecule C3H6N2O2. Source: the Open Molecules 2025 dataset; level of theory: the ωB97M-V functional and the def2-TZVPD basis.

The geometry in XYZ format:
```
13
Properties=species:S:1:pos:R:3:forces:R:3
C 0.795 0.147 0.941 0.206 -0.049 0.015
O 0.665 -1.741 -0.577 0.250 0.305 0.162
H 1.092 1.200 0.830 -0.019 -0.163 -0.052
O -0.559 0.100 1.332 -0.091 -0.049 0.037
C -1.488 -0.027 0.346 -0.262 0.225 -0.089
H -3.139 0.406 -0.383 -0.014 0.019 0.088
H -1.224 -0.785 -0.394 -0.228 0.175 0.016
N -2.537 0.670 0.396 0.228 -0.271 -0.043
H 1.374 -0.287 1.762 -0.028 0.057 -0.085
N 2.005 -0.024 -1.161 0.077 -0.038 -0.066
H 2.435 0.862 -0.957 -0.144 -0.099 -0.002
C 1.136 -0.646 -0.327 -0.063 -0.150 -0.070
H 2.263 -0.515 -2.003 0.088 0.039 0.088
```
Forces are in eV/Å.

The HOMO energy comes out at -10.0 eV. As for the spin multiplicity: 1. Its SMILES is [H]/N=C/OCC(N)=O. As for the net charge: 0. For the energy above the lowest of the compared OMol25 structures with the same formula, charge and spin, the calculation gives 41.0 kcal per mole. The value obtained for the total energy is -377.89404 Eh.

***

(2)
The molecule C3H6N2O2 in a non-equilibrium geometry. Source: the Open Molecules 2025 dataset; level of theory: the ωB97M-V functional and the def2-TZVPD basis.

The geometry in XYZ format:
```
13
Properties=species:S:1:pos:R:3:forces:R:3
H 1.261 -0.384 -1.257 0.039 0.134 -0.026
H 2.378 1.548 -0.703 -0.105 0.122 0.011
C -0.228 -0.344 0.239 -0.811 0.708 -1.149
H -2.179 0.430 0.004 0.166 -0.215 0.231
N 1.025 0.042 -0.376 -0.463 -0.166 0.179
O 1.256 1.852 0.964 -0.171 0.432 0.001
O -0.244 -0.208 1.583 0.557 0.998 0.922
C 1.557 1.234 -0.040 0.774 -0.445 -0.068
H -1.735 -1.921 0.185 0.022 -0.007 0.020
C -1.111 -1.300 -0.446 0.278 -0.362 0.306
H -0.774 -1.765 -1.366 -0.033 -0.134 -0.011
H 0.193 0.695 1.780 -0.712 -1.456 -0.462
N -1.399 0.121 -0.567 0.457 0.391 0.044
```
Forces are in eV/Å.

The HOMO energy comes out at -9.5 eV. As for the spin multiplicity: 1. Its SMILES is O=CN[C@]1(O)CN1. As for the net charge: 0. For the energy above the lowest of the compared OMol25 structures with the same formula, charge and spin, the calculation gives 52.3 kcal per mole. The value obtained for the total energy is -377.87600 Eh.